[1]
Formula: C18H27ClNPm
Source: OMol25
Level of theory: wB97M-V/def2-TZVPD

Its multiplicity is 5. As for the expectation value of S²: 6.0121. As for the charge: +2. The calculated total energy is -49655.78765 eV.

Each line ends with the Löwdin spin population.
Positions of all 48 atoms, in Å:
C -1.689 -0.168 1.890  -0.0034
H -1.294 -0.311 2.915  -0.0001
H -2.684 0.367 1.694  0.0000
H -1.000 0.660 1.528  -0.0008
C -1.930 -1.660 1.425  -0.0011
H -1.816 -1.922 0.349  -0.0007
H -1.197 -2.343 1.880  0.0004
C -3.260 -2.404 1.753  -0.0005
H -3.248 -3.469 1.436  0.0000
H -3.493 -2.481 2.808  -0.0001
H -4.139 -2.018 1.266  0.0000
C 0.679 0.458 -2.362  -0.0131
C -0.393 -0.457 -2.486  -0.0133
C -1.561 0.158 -1.905  -0.0057
C -1.172 1.410 -1.378  -0.0143
C 0.193 1.626 -1.654  -0.0126
C 0.997 2.847 -1.378  -0.0011
C -2.098 2.401 -0.768  -0.0020
C -2.934 -0.437 -1.843  0.0013
C -0.297 -1.811 -3.042  -0.0015
C 2.053 0.266 -2.855  -0.0012
Pm 0.189 -0.317 -0.114  4.0805
H -1.576 3.087 -0.110  0.0000
H -2.631 3.004 -1.521  -0.0010
H -2.869 1.917 -0.154  -0.0002
H 0.553 3.415 -0.562  0.0000
H 2.014 2.593 -1.072  -0.0001
H 1.052 3.492 -2.261  -0.0006
H 2.332 -0.784 -2.830  -0.0002
H 2.220 0.623 -3.883  -0.0006
H 2.780 0.791 -2.226  0.0001
H -1.124 -2.449 -2.693  0.0000
H -0.293 -1.874 -4.143  -0.0006
H 0.621 -2.295 -2.699  -0.0003
H -3.385 -0.235 -0.871  0.0002
H -3.610 -0.021 -2.602  0.0003
H -2.905 -1.515 -1.966  0.0001
Cl 2.862 -2.453 4.855  -0.0002
C 3.122 -1.702 3.358  -0.0003
C 4.422 -1.444 2.890  0.0006
C 4.607 -0.857 1.641  -0.0002
C 3.471 -0.557 0.879  0.0007
N 2.212 -0.791 1.316  -0.0084
C 2.029 -1.382 2.526  -0.0001
H 5.267 -1.730 3.499  0.0000
H 5.584 -0.638 1.237  0.0000
H 3.558 -0.141 -0.163  0.0001
H 1.002 -1.652 2.815  0.0001

=====

[2]
Formula: C25H18BrI2N7NaO3S
Source: OMol25
Level of theory: wB97M-V/def2-TZVPD

As for the charge: -1. The calculated total energy is -144289.95091 eV.

Each line ends with the Mulliken charge.
Positions of all 58 atoms, in Å:
Na -0.655 -1.666 -1.223  1.2751
N 2.418 -2.345 6.657  -0.6217
C 1.572 -2.428 5.540  1.1009
C 0.928 -3.625 5.229  -0.7037
C 0.069 -3.699 4.146  -0.2528
C -0.167 -2.573 3.375  -0.3218
C 0.461 -1.375 3.680  -0.4959
C 1.326 -1.301 4.756  -0.8061
S -1.227 -2.654 1.958  1.3149
O -1.986 -1.421 1.948  -0.7400
O -1.971 -3.889 2.039  -0.7848
N -0.286 -2.583 0.676  -0.5045
C 0.505 -3.600 0.287  0.2857
N 0.895 -3.519 -1.015  -0.3496
C 1.703 -4.461 -1.465  -0.0976
C 2.153 -5.509 -0.678  -0.8016
C 1.696 -5.510 0.631  -0.1002
N 0.891 -4.587 1.126  -0.3730
H 2.845 -3.223 6.909  0.2270
H 3.110 -1.615 6.585  0.2323
H 1.111 -4.504 5.838  0.2637
H -0.418 -4.626 3.878  0.4522
H 0.272 -0.503 3.066  0.5061
H 1.820 -0.365 4.992  0.2728
H 2.005 -4.371 -2.504  0.4334
H 2.815 -6.273 -1.059  0.3655
H 1.996 -6.295 1.321  0.3806
Br 1.646 4.700 1.310  -0.1963
C 0.653 4.795 -0.303  0.0812
C -0.446 5.633 -0.374  -0.5379
C -1.167 5.701 -1.555  -0.1661
C -0.820 4.908 -2.642  -0.0233
C 0.309 4.089 -2.563  -0.0035
C 1.046 4.032 -1.391  -0.5329
N -1.613 5.093 -3.824  -0.4044
N -1.963 4.146 -4.545  -0.6410
C -1.664 2.806 -4.170  -0.0249
C -1.004 2.032 -5.092  -0.4829
C -0.426 0.807 -4.740  -0.7650
C -0.515 0.304 -3.445  0.6630
O 0.133 -0.747 -3.043  -1.1121
C -1.404 1.013 -2.537  0.3157
N -1.660 0.427 -1.339  -0.2866
C -2.435 1.032 -0.474  -0.4675
C -3.036 2.278 -0.739  -1.0110
C -2.802 2.883 -1.939  -0.6711
C -1.960 2.261 -2.889  0.9362
H -0.730 6.231 0.482  0.4100
H -2.019 6.363 -1.644  0.4397
H 0.606 3.477 -3.402  0.4924
H 1.906 3.379 -1.317  0.4265
H -0.846 2.440 -6.083  0.3716
H 0.177 0.263 -5.456  0.4214
H -2.595 0.515 0.468  0.6244
H -3.677 2.733 0.004  0.4153
H -3.268 3.832 -2.179  0.5434
I 1.917 0.035 -1.500  0.3675
I 3.779 1.059 0.226  -0.3387

=====

[3]
Formula: C24H23N6OV
Source: OMol25
Level of theory: wB97M-V/def2-TZVPD

Its multiplicity is 3. As for the expectation value of S²: 2.0145. As for the charge: +2. The calculated total energy is -61927.59695 eV.

Each line ends with the Löwdin spin population.
Positions of all 55 atoms, in Å:
V 0.397 -0.525 0.220  1.9056
C -2.521 0.218 -0.153  0.0033
N -1.207 0.892 -0.377  -0.0038
C -1.095 2.147 0.408  0.0011
C -0.382 1.936 1.718  0.0067
C -0.491 2.839 2.760  -0.0013
C 0.260 2.633 3.906  0.0099
C 1.099 1.530 3.980  -0.0015
C 1.152 0.667 2.906  0.0072
N 0.425 0.867 1.793  -0.0099
C -1.013 1.125 -1.830  0.0033
C -0.777 -0.203 -2.499  0.0068
C -1.100 -0.455 -3.817  -0.0015
C -0.840 -1.714 -4.341  0.0091
C -0.285 -2.688 -3.524  -0.0015
C 0.007 -2.366 -2.214  0.0062
N -0.223 -1.142 -1.713  -0.0093
C -2.487 -0.811 0.945  0.0066
C -3.641 -1.191 1.604  -0.0014
C -3.573 -2.218 2.534  0.0085
C -2.352 -2.826 2.777  -0.0011
C -1.241 -2.381 2.089  0.0076
N -1.303 -1.392 1.184  -0.0017
H -3.291 0.967 0.042  0.0001
H -2.801 -0.288 -1.079  0.0003
H -0.538 2.875 -0.186  0.0002
H -2.083 2.579 0.582  -0.0001
H -1.154 3.689 2.670  -0.0003
H 0.192 3.326 4.734  0.0005
H 1.701 1.334 4.856  -0.0003
H 1.781 -0.213 2.909  0.0002
H -1.872 1.639 -2.270  0.0002
H -0.139 1.765 -1.958  0.0004
H -1.555 0.319 -4.420  -0.0002
H -1.082 -1.936 -5.371  0.0005
H -0.084 -3.685 -3.888  -0.0003
H 0.436 -3.085 -1.529  0.0002
H -4.577 -0.694 1.388  -0.0002
H -4.463 -2.537 3.060  0.0004
H -2.251 -3.630 3.491  -0.0002
H -0.263 -2.812 2.249  0.0002
O 3.111 -3.678 1.080  0.0184
C 2.364 -2.805 0.905  0.0171
N 1.581 -1.904 0.718  -0.0053
C 4.209 1.773 -2.024  0.0065
C 3.866 0.461 -2.310  -0.0004
C 2.779 -0.099 -1.668  0.0069
N 2.032 0.570 -0.775  0.0009
C 2.384 1.836 -0.498  0.0059
C 3.452 2.472 -1.097  -0.0012
H 5.058 2.235 -2.511  0.0003
H 4.432 -0.131 -3.015  -0.0001
H 2.495 -1.125 -1.857  0.0007
H 1.791 2.350 0.247  0.0003
H 3.685 3.493 -0.828  -0.0002

=====

[4]
Formula: C11H19N2O
Source: OMol25
Level of theory: wB97M-V/def2-TZVPD

As for the charge: +1. The structure (SMILES) is CC1(C)C(c2oc[nH+]c2CN)C1(C)C. The calculated total energy is -16733.42465 eV.

Each line ends with the Mulliken charge.
Positions of all 33 atoms, in Å:
C 2.421 -0.396 -1.188  -1.5857
C 1.424 -1.120 -0.245  1.4551
C 2.267 -2.004 0.663  -2.2253
C 0.313 -0.372 0.483  -0.8972
C 0.153 0.993 0.051  -0.0172
O 0.843 1.732 -0.849  -0.3025
C 0.325 2.990 -0.846  -0.3505
N -0.653 3.049 0.046  0.0167
C -0.790 1.855 0.641  0.1362
C -1.978 1.397 1.382  -0.5230
N -2.950 2.372 1.523  -0.6256
C 0.015 -1.454 -0.466  1.9232
C -0.619 -0.980 -1.797  -1.3140
C -0.532 -2.685 0.240  -2.0291
H 3.187 -1.015 -1.729  0.3912
H 2.845 0.480 -0.635  0.3504
H 1.844 0.122 -1.891  0.3495
H 2.512 -2.819 0.008  0.4942
H 1.696 -2.435 1.401  0.4151
H 3.202 -1.588 0.971  0.4599
H 0.121 -0.640 1.538  0.4930
H 0.484 3.726 -1.578  0.4898
H -1.109 3.840 0.499  0.3005
H -2.273 0.448 0.887  0.5575
H -1.671 0.990 2.363  0.2891
H -2.673 3.094 2.334  0.2624
H -3.889 2.011 1.466  0.2336
H -1.405 -0.168 -1.560  0.2259
H -1.058 -1.807 -2.474  0.3755
H 0.087 -0.528 -2.454  0.3650
H 0.010 -3.493 -0.106  0.5143
H -1.612 -2.809 -0.028  0.4373
H -0.536 -2.786 1.354  0.3349

=====

[5]
Formula: C2HN5O
Source: OMol25
Level of theory: wB97M-V/def2-TZVPD

As for the charge: 0. The structure (SMILES) is O=c1ncnnnn1. The calculated total energy is -11581.25026 eV.

Each line ends with the Mulliken charge.
Positions of all 9 atoms, in Å:
O 1.451 1.622 -1.106  -0.4720
C 0.841 0.693 -0.399  0.5492
N 0.403 -0.561 -1.114  -0.3528
C -0.483 -1.394 -0.645  0.0535
N -1.542 -0.911 0.197  -0.1412
N -1.439 0.190 0.919  -0.0698
N -0.186 0.092 1.425  0.0952
N 0.873 0.271 0.887  -0.1299
H -0.519 -2.331 -1.085  0.4677

=====

[6]
Formula: C6H7F3O3S
Source: OMol25
Level of theory: wB97M-V/def2-TZVPD

As for the charge: 0. The structure (SMILES) is C#CC(=O)C(F)(F)F.C=[S@@](C)(=O)O. The calculated total energy is -31459.69265 eV.

Each line ends with the Mulliken charge.
Positions of all 20 atoms, in Å:
C 3.502 -1.071 -1.283  0.1922
C 3.430 -0.573 -0.165  -0.3631
C 3.038 0.104 1.033  0.3668
O 2.477 -0.416 1.971  -0.6504
C 3.605 1.527 1.238  0.6932
F 3.596 2.282 0.160  -0.2414
F 4.886 1.523 1.716  -0.2473
F 2.756 2.243 2.057  -0.2486
H 3.548 -1.732 -2.104  0.4405
C 0.608 1.283 -0.125  -1.0802
S -0.201 -0.245 -0.047  1.2267
C -1.974 -0.387 0.014  -1.2610
O 0.219 -1.222 -1.024  -0.6276
O 0.028 -0.944 1.398  -0.5083
H 0.677 1.408 -1.291  0.2625
H -0.010 1.891 0.411  0.4618
H -2.566 0.111 -0.876  0.2975
H -2.287 -1.362 -0.187  0.4386
H -2.437 -0.086 0.856  0.4316
H 0.933 -1.205 1.512  0.4165

=====

[7]
Formula: C7H14
Source: OMol25
Level of theory: wB97M-V/def2-TZVPD

As for the charge: 0. The structure (SMILES) is CC(C)CC1CC1. The calculated total energy is -7482.78837 eV.

Each line ends with the Mulliken charge.
Positions of all 21 atoms, in Å:
C 0.247 0.400 1.863  -0.9234
C 0.905 1.015 0.613  0.1662
C 1.913 -0.020 0.108  -1.2509
C -0.213 1.283 -0.826  -0.9533
C -1.279 0.220 -0.691  0.0026
C -1.345 -1.016 -1.487  -0.5561
C -0.959 -1.345 -0.104  -0.9274
H 0.872 -0.220 2.527  0.3497
H -0.310 1.105 2.497  0.2925
H -0.377 -0.378 1.352  0.0836
H 1.274 2.015 0.767  0.4949
H 2.470 -0.609 0.857  0.3334
H 1.279 -0.747 -0.385  0.1908
H 2.612 0.388 -0.619  0.3295
H -0.663 2.309 -0.936  0.3541
H 0.350 1.184 -1.781  0.3299
H -2.232 0.646 -0.345  0.3511
H -2.303 -1.390 -1.786  0.2886
H -0.523 -1.108 -2.187  0.2393
H -0.036 -1.942 -0.018  0.4500
H -1.682 -1.791 0.582  0.3548

=====

[8]
Formula: C5H10N2
Source: OMol25
Level of theory: wB97M-V/def2-TZVPD

As for the charge: 0. The structure (SMILES) is CC/N=C/[C@H]1CN1. The calculated total energy is -8325.75363 eV.

Each line ends with the Mulliken charge.
Positions of all 17 atoms, in Å:
C 2.426 0.100 -0.699  -1.0360
C 1.188 -0.376 -1.460  -0.4310
N 0.137 -0.471 -0.463  -0.4260
C -0.632 0.524 -0.316  -0.1771
C -1.471 0.643 0.909  0.1033
C -2.401 -0.444 1.313  -0.5014
N -1.142 -0.256 2.009  -0.6439
H 3.334 0.066 -1.307  0.3625
H 2.571 -0.529 0.186  0.3046
H 2.269 1.127 -0.350  0.2736
H 0.939 0.329 -2.272  0.2957
H 1.365 -1.361 -1.903  0.3208
H -0.634 1.374 -1.015  0.3677
H -1.696 1.668 1.199  0.3488
H -3.283 -0.188 1.894  0.2583
H -2.513 -1.290 0.637  0.2486
H -0.457 -0.916 1.637  0.3314

=====

Which formula does entry 7 have? C7H14

=====

Look up the charge of the fourth one. +1

=====

The highest calculated total energy belongs to which entry? C7H14